[1]
Here is a molecular structure, C36H47CrN4O3P2Si2 at a distorted geometry from OMol25. Energies are from wB97M-V/def2-TZVPD.

```
95
C36H47CrN4O3P2Si2, DFT wB97M-V/def2-TZVPD
Cr 0.07570 0.53767 1.32344
N -1.92385 -0.31304 1.09346
C -2.40096 -0.82183 2.34950
C -1.68560 -0.26780 3.55606
O -2.19882 -0.46947 4.67754
N -0.48672 0.36095 3.18440
C 0.14867 1.07618 4.22598
C 0.49300 2.54792 3.87654
O 1.04127 3.16980 4.75223
O 0.29431 3.15075 2.74426
H -2.32431 0.52765 0.71728
H -1.83126 -1.03032 0.37936
H -2.28502 -1.92687 2.39702
H -3.43833 -0.54661 2.55137
H 1.11060 0.57606 4.54530
H -0.51113 1.11717 5.08244
C 2.55429 -3.72502 1.27379
Si 0.91186 -2.89900 1.87084
C 1.37311 -2.32987 3.64747
C -0.51414 -4.11801 2.11736
N 0.70873 -1.64251 0.79759
P 0.51932 -1.89427 -0.84305
C -0.38352 -0.82425 -1.70952
P -0.12086 0.84445 -1.21452
N -0.55749 2.50684 1.66619
Si -2.00976 3.47058 1.69670
C -3.55168 2.64862 0.98257
C -2.54645 3.85755 3.46808
C -1.68697 5.18150 0.95770
C 1.28244 1.66970 -2.09571
C 2.03594 2.67542 -1.53819
C 3.02960 3.30617 -2.30440
C 3.13282 2.99808 -3.63661
C 2.38017 1.96546 -4.14750
C 1.45578 1.30644 -3.38311
C -1.37447 1.90099 -1.98503
C -1.42387 3.28317 -1.78607
C -2.36681 4.03780 -2.48786
C -3.33958 3.45309 -3.32565
C -3.30229 2.05863 -3.50167
C -2.26401 1.31963 -2.85717
C -0.21026 -3.54318 -1.12913
C 0.47292 -4.74049 -1.41111
C -0.19543 -5.92082 -1.63645
C -1.59290 -5.99048 -1.61218
C -2.28210 -4.77979 -1.38431
C -1.59592 -3.58524 -1.10154
C 2.09260 -2.03103 -1.69007
C 2.09015 -2.31447 -3.07003
C 3.22061 -2.20748 -3.81172
C 4.39482 -1.78859 -3.23170
C 4.43473 -1.45175 -1.89470
C 3.27122 -1.55385 -1.18387
H 2.74328 -4.60124 1.84947
H 3.34509 -3.05389 1.57062
H 2.48487 -4.01703 0.20987
H 2.20142 -2.99925 4.00252
H 0.51466 -2.32194 4.30221
H 1.83303 -1.36206 3.59699
H -0.26385 -5.05477 2.71195
H -0.97962 -4.53797 1.24438
H -1.37246 -3.62496 2.64322
H -3.40349 2.22611 -0.03096
H -4.22648 3.50618 0.84991
H -4.03679 1.87821 1.56217
H -2.78593 2.96640 4.06363
H -3.49785 4.45049 3.55340
H -1.77723 4.36915 4.03996
H -1.45712 5.26683 -0.10723
H -0.82823 5.50969 1.46605
H -2.53624 5.94964 1.14044
H 2.06021 2.88519 -0.54594
H 3.69533 4.02913 -1.82647
H 3.73864 3.66849 -4.26838
H 2.56500 1.69238 -5.15030
H 0.82890 0.56739 -3.81903
H -0.58663 3.70875 -1.19821
H -2.31832 5.09920 -2.45284
H -4.14192 4.14265 -3.71640
H -3.98952 1.61549 -4.27471
H -2.16914 0.21918 -2.98928
H 1.58244 -4.72455 -1.49550
H 0.43592 -6.75138 -1.98472
H -2.07791 -6.89461 -1.90262
H -3.31392 -4.65671 -1.30607
H -2.07449 -2.66415 -0.83603
H 1.15522 -2.54183 -3.60181
H 3.09253 -2.22694 -4.95222
H 5.21864 -1.57320 -3.85750
H 5.30987 -1.04943 -1.36409
H 3.10261 -1.03802 -0.17757
C 2.12981 0.79228 1.70658
H 2.40692 -0.22287 2.06756
H 2.50583 1.46146 2.46552
H 2.76680 1.08028 0.84981
```

As for the multiplicity: 4. The HOMO-LUMO gap (spin up / spin down) is 0.1982 / 0.1969 hartree. For the HOMO energy (spin up / spin down), the calculation gives -0.89 / -0.86 eV. Its total energy is -4150.93234 a.u. As for the total charge: -2. The maximum force is 4.00 eV/Å. The calculation puts the lowest unoccupied orbital energy (spin up / spin down) at 4.50 / 4.50 eV. Its molar mass is 753.91 g/mol.

Here are the Mulliken charges for atoms 1 to 4, given in e: Cr -0.55; N -0.06; C -0.22; C 0.18


[2]
Here is C3H6N4 in the gas phase at a distorted geometry from OMol25. Energies are from wB97M-V/def2-TZVPD.

```
13
C3H6N4, DFT wB97M-V/def2-TZVPD
N 1.53241 -0.81891 0.05973
C 0.13765 -0.41896 -0.19491
C -1.14654 -1.03792 -0.32837
C -1.95706 0.01128 0.07184
N -1.36843 1.28605 0.01042
N -0.12741 0.89755 -0.05106
N 1.04149 1.67977 -0.32013
H 1.55991 -1.71789 -0.40517
H 1.84695 -1.14299 1.07625
H -1.22243 -2.05404 -0.15315
H -3.08207 0.12721 0.08314
H 1.71998 0.75675 -0.46077
H 1.06555 2.43209 0.61218
```

As for the multiplicity: 1. The HOMO-LUMO gap is 0.3270 hartree. For the HOMO energy, the calculation gives -8.35 eV. Its total energy is -336.78797 a.u. The maximum force is 5.07 eV/Å. The calculation puts the lowest unoccupied orbital energy at 0.55 eV. Its molar mass is 98.11 g/mol.

Here are the Mulliken charges for atoms 1 to 4, given in e: N -0.54; C 0.15; C -0.81; C -0.14


[3]
Here is 4 unconnected molecules or ions with the total composition C5H14O3 at a distorted geometry from OMol25. Energies are from wB97M-V/def2-TZVPD.

```
22
C5H14O3, DFT wB97M-V/def2-TZVPD
C 0.52081 0.16008 2.71502
C 0.32245 0.01511 1.39818
C -0.52824 0.89931 0.52015
C -0.90858 0.20070 -0.74697
C -0.70891 -1.06317 -1.11507
H 1.08096 -0.51641 3.32336
H 0.08852 0.93337 3.29627
H 0.64444 -0.94043 1.00195
H -1.35387 1.43773 1.00848
H 0.09518 1.82491 0.28985
H -1.53072 0.79732 -1.40646
H -0.97985 -1.42002 -2.09984
H -0.34521 -1.79134 -0.41018
O -2.61204 -2.59709 0.91264
H -2.07312 -2.56272 1.70810
H -3.28378 -1.91356 0.92212
O 2.29795 2.87461 -1.86413
H 1.91818 3.56268 -2.42492
H 1.55570 2.67805 -1.27993
O 2.23094 -1.05983 -1.77108
H 2.24120 -0.15111 -2.10840
H 1.32800 -1.36820 -1.86914
```

As for the multiplicity: 1. The HOMO-LUMO gap is 0.3710 hartree. For the HOMO energy, the calculation gives -9.56 eV. Its total energy is -424.54772 a.u. The maximum force is 1.97 eV/Å. The calculation puts the lowest unoccupied orbital energy at 0.54 eV. Its molar mass is 122.16 g/mol.

Here are the Mulliken charges for atoms 1 to 4, given in e: C -1.06; C -0.05; C -0.19; C 0.34


[4]
Here is a molecular structure, C27H48HfOP2 at a distorted geometry from OMol25. Energies are from wB97M-V/def2-TZVPD.

```
79
C27H48HfOP2, DFT wB97M-V/def2-TZVPD
P 2.16413 -0.25863 -2.85944
P -1.01068 -0.55948 -3.06081
C 1.38115 -1.79639 -3.62054
C 0.13323 -1.38193 -4.35289
H 1.16118 -2.50197 -2.79736
H 2.13524 -2.23988 -4.27929
H 0.26902 -0.63331 -5.14750
H -0.40630 -2.22777 -4.79627
C -1.42260 -2.29402 -2.45682
H -2.22038 -2.30196 -1.71050
H -0.57650 -2.78537 -1.95865
H -1.71374 -2.91068 -3.32718
C -2.35722 -0.58775 -4.32158
H -2.47718 -1.60752 -4.70580
H -2.12534 0.05948 -5.16677
H -3.31836 -0.25576 -3.94032
C 3.33005 -1.23807 -1.87573
H 3.98688 -0.54162 -1.33261
H 3.83438 -1.85461 -2.64502
H 2.75792 -1.84382 -1.15050
C 3.05977 0.14579 -4.37057
H 2.35362 0.47634 -5.14332
H 3.50678 -0.82630 -4.62495
H 3.80339 0.92096 -4.15508
Hf 0.46671 0.89179 -1.54486
C -1.48826 -2.54440 1.03318
C -1.18321 -3.83988 0.77775
C 0.14048 -4.43660 1.13946
C 0.74477 -3.87879 2.47645
C 1.69093 -2.69533 2.29768
C 1.98579 -2.11424 1.13433
C 0.85518 -1.48875 0.28740
C -0.51470 -1.37428 0.98446
C 1.33323 2.95968 -1.74554
H -2.53533 -2.17655 1.14307
H -1.93878 -4.56259 0.46149
H 0.91176 -4.47820 0.33778
H -0.14206 -5.47822 1.33188
H -0.06769 -3.55690 3.13453
H 1.13749 -4.78683 3.03487
H 2.50319 -2.74618 3.06154
H 3.02004 -1.90187 0.86798
H 0.79019 -2.02602 -0.67280
H 1.18005 -0.42463 0.06556
H -0.40652 -0.90297 1.98002
H -1.01268 -0.61290 0.34806
H 0.44369 3.60649 -1.51015
H 1.77143 3.34394 -2.69608
H 2.11675 3.09985 -0.96196
C -3.74659 0.29666 2.55264
C -3.13422 1.08035 1.37863
C -4.21415 1.88673 0.64704
C -2.03102 1.98373 1.91265
C -2.38871 2.68595 3.07117
C -1.52712 3.56198 3.73130
C -0.25145 3.67951 3.20101
C 0.18918 2.88895 2.13523
C 1.69817 2.80996 2.02821
C 2.29421 4.18556 1.73440
C 2.25696 2.29368 3.36526
C -0.71087 2.11740 1.35685
O -0.26959 1.52450 0.25872
H -4.48354 0.91957 3.08290
H -2.95782 -0.01969 3.25640
H -4.27024 -0.58351 2.16373
H -2.72530 0.35105 0.67081
H -4.81191 2.46239 1.36504
H -3.77284 2.59419 -0.06838
H -4.89235 1.19954 0.12592
H -3.39987 2.54625 3.46424
H -1.82864 4.09131 4.63953
H 0.45679 4.37475 3.65287
H 1.96997 2.13694 1.20883
H 1.99886 4.88784 2.52545
H 3.39080 4.11830 1.71889
H 1.93572 4.55880 0.76531
H 1.67698 1.43167 3.73030
H 3.30760 1.99998 3.24966
H 2.19009 3.10426 4.10881
```

As for the multiplicity: 1. The HOMO-LUMO gap is 0.1738 hartree. For the HOMO energy, the calculation gives -13.08 eV. Its total energy is -1862.82314 a.u. As for the total charge: +2. The maximum force is 8.55 eV/Å. The calculation puts the lowest unoccupied orbital energy at -8.35 eV. Its molar mass is 629.12 g/mol.

Here are the Mulliken charges for atoms 1 to 4, given in e: P 0.70; P 0.45; C -1.12; C -1.21


[5]
Here is 2 unconnected molecules or ions with the total composition ClH3N2S at a distorted geometry from OMol25. Energies are from wB97M-V/def2-TZVPD.

```
7
ClH3N2S, DFT wB97M-V/def2-TZVPD
N 1.43420 -0.89951 0.92187
N -0.58368 1.60865 -0.80536
S -0.62917 0.89794 0.50377
Cl -2.21397 -0.63100 0.31138
H 1.85005 -0.82086 -0.01904
H -0.68927 1.54382 -1.81174
H 0.83184 -1.69904 0.89911
```

As for the multiplicity: 1. The HOMO-LUMO gap (spin up / spin down) is 0.2965 / 0.3526 hartree. For the HOMO energy (spin up / spin down), the calculation gives -8.77 / -10.57 eV. Its total energy is -969.55577 a.u. The maximum force is 1.74 eV/Å. The calculation puts the lowest unoccupied orbital energy (spin up / spin down) at -0.70 / -0.98 eV. Its molar mass is 98.56 g/mol.

Here are the Mulliken charges for atoms 1 to 4, given in e: N -0.53; N -0.29; S 0.30; Cl -0.27